(1)
DFT (ωB97M-V/def2-TZVPD) results for a cluster of 2 separate species, C2H4P2 in total.

The geometry in XYZ format:
```
8
Properties=species:S:1:pos:R:3:forces:R:3
C -2.083722 -0.087761 0.087356 1.2 2.4 0.5
P -3.085010 -1.247164 0.097202 0.3 0.1 -0.1
H -1.399369 0.865244 0.175806 -1.7 -2.5 -0.3
C 0.958509 0.014083 -0.446618 0.1 -0.3 -0.1
P 1.732172 -0.528507 0.929926 0.5 1.2 -0.6
H 1.006479 0.921433 -1.021398 0.7 0.7 0.3
H 0.228284 -0.578306 -0.981727 -0.1 -0.7 0.5
H 2.642656 0.640979 1.159450 -0.9 -0.9 -0.2
```
Positions in Å, forces in eV/Å.

Computed properties:
gap between HOMO and LUMO = 9.762 eV
E = -761.16899 hartree
SMILES = C#P.C=P
relative energy (zero: lowest compared OMol25 entry of this formula, charge and spin) = 2.3374 eV
max |F| = 0.059 Eh/bohr
lowest unoccupied orbital energy = 0.03 eV


(2)
DFT (ωB97M-V/def2-TZVPD) results for a cluster of 2 separate species, C2H4S2 in total.

The geometry in XYZ format:
```
8
Properties=species:S:1:pos:R:3:forces:R:3
C 0.735535 0.973436 -1.196675 -0.5 -1.9 1.2
C 0.859224 -0.273310 -0.838113 0.5 4.3 0.1
S 1.330308 0.877683 0.599214 -0.6 0.3 -1.0
H 0.311596 1.713639 -1.875409 0.5 -0.3 0.3
H 1.323809 -1.179342 -0.916462 0.2 -2.4 -0.6
S -2.433723 0.781692 -0.220835 1.6 -0.4 -0.1
H -2.171428 2.069265 -0.011611 0.3 0.2 0.1
H -3.682725 1.039331 -0.164272 -2.0 0.2 0.0
```
Positions in Å, forces in eV/Å.

Computed properties:
gap between HOMO and LUMO = 8.563 eV
E = -874.84542 hartree
SMILES = C1=CS1.S
relative energy (zero: lowest compared OMol25 entry of this formula, charge and spin) = 3.1217 eV
max |F| = 0.085 Eh/bohr
lowest unoccupied orbital energy = 0.62 eV